Record 1
{"formula": "C28H25BCl4O2Si", "method": "wB97M-V/def2-TZVPD", "orbital_gap_ha": 0.23346, "spin_multiplicity": 1, "symbols": ["Cl", "B", "Cl", "Cl", "O", "C", "C", "C", "C", "C", "Cl", "C", "C", "H", "H", "H", "H", "H", "C", "C", "C", "O", "Si", "C", "C", "C", "C", "C", "C", "C", "C", "C", "C", "C", "C", "C", "C", "C", "C", "C", "C", "H", "H", "H", "H", "H", "H", "H", "H", "H", "H", "H", "H", "H", "H", "H", "H", "H", "H", "H", "H"], "coordinates": [[3.9142, 2.5443, 3.8944], [2.9697, 0.9860, 4.0637], [3.7593, -0.4009, 3.0533], [2.7922, 0.3251, 5.8224], [1.6015, 1.2937, 3.5821], [0.6619, 0.5140, 3.2126], [-0.6795, 0.6817, 3.7224], [-1.5313, -0.4357, 3.9204], [-2.8920, -0.2483, 4.1583], [-3.4139, 1.0538, 4.1982], [-5.1002, 1.3241, 4.3764], [-2.5465, 2.1569, 4.2056], [-1.1810, 1.9739, 4.0060], [0.8905, -0.3835, 2.6389], [-1.1111, -1.4350, 3.8321], [-3.5771, -1.0823, 4.3073], [-2.9436, 3.1581, 4.3719], [-0.4916, 2.8128, 3.9723], [4.0844, -0.0041, -0.1457], [2.8244, 0.4927, -0.7489], [2.7103, 1.6760, -1.3980], [1.7358, -0.2837, -0.5296], [0.3060, -0.3616, -1.4309], [0.6538, -0.8789, -3.1885], [1.3637, -2.0721, -3.4020], [1.7791, -2.4557, -4.6827], [1.4301, -1.6773, -5.7933], [0.6384, -0.5390, -5.6140], [0.2574, -0.1489, -4.3223], [-0.5280, -1.6750, -0.4253], [-1.6307, -2.3592, -0.9453], [-2.2143, -3.4217, -0.2470], [-1.6783, -3.8357, 0.9749], [-0.5882, -3.1455, 1.5223], [-0.0566, -2.0525, 0.8340], [-0.7621, 1.1672, -1.4698], [-1.9604, 1.1265, -2.2062], [-2.8590, 2.2001, -2.2097], [-2.5522, 3.3586, -1.4899], [-1.3575, 3.4266, -0.7653], [-0.4821, 2.3312, -0.7420], [4.9360, 0.4079, -0.6857], [4.1543, 0.3684, 0.8823], [4.1363, -1.0998, -0.0972], [1.7859, 2.0060, -1.8769], [3.6291, 2.2440, -1.5500], [1.5823, -2.7235, -2.5532], [2.3628, -3.3680, -4.8158], [1.7610, -1.9662, -6.7910], [0.3079, 0.0407, -6.4807], [-0.3792, 0.7291, -4.2042], [-2.0331, -2.0617, -1.9141], [-3.0877, -3.9264, -0.6690], [-2.1013, -4.6857, 1.5053], [-0.1495, -3.4541, 2.4721], [0.7659, -1.5124, 1.2945], [-2.2059, 0.2399, -2.7959], [-3.7911, 2.1270, -2.7750], [-3.2425, 4.1996, -1.4894], [-1.1037, 4.3308, -0.2099], [0.4366, 2.3977, -0.1592]], "mulliken_charge": [-0.30, 0.75, -0.32, -0.30, -0.47, 0.23, 0.35, -0.25, -0.63, 0.37, -0.18, -0.59, -0.40, -0.02, 0.45, 0.41, 0.40, 0.51, -1.24, 1.28, -1.26, -0.17, -0.54, 0.70, -0.32, -0.65, -0.39, -0.68, -0.34, -0.03, -0.12, -0.74, -0.58, -0.65, -0.03, 0.77, -0.35, -0.74, -0.54, -0.77, -0.06, 0.46, 0.07, 0.29, 0.21, 0.29, 0.37, 0.38, 0.37, 0.38, 0.41, 0.21, 0.41, 0.40, 0.56, 0.67, 0.26, 0.40, 0.39, 0.43, 0.51]}



Record 2
{"formula": "C28H25BrN3SSiY", "method": "wB97M-V/def2-TZVPD", "orbital_gap_ha": 0.22782, "total_charge": 2, "spin_multiplicity": 1, "symbols": ["Y", "C", "C", "C", "C", "C", "Br", "N", "C", "H", "H", "H", "H", "H", "H", "S", "C", "C", "C", "N", "C", "C", "C", "C", "C", "N", "C", "C", "H", "H", "H", "H", "H", "H", "H", "H", "C", "C", "C", "C", "C", "C", "Si", "C", "C", "C", "C", "C", "C", "H", "H", "H", "H", "H", "H", "H", "H", "H", "H", "H"], "coordinates": [[-0.6220, 1.2025, -2.0945], [-6.2460, 0.8165, 0.2457], [-5.3706, 0.4700, -0.9248], [-5.8556, -0.1889, -2.0505], [-5.0089, -0.5049, -3.1051], [-3.6900, -0.1406, -2.9812], [-2.4567, -0.5582, -4.3621], [-3.1866, 0.5021, -1.9317], [-4.0227, 0.7990, -0.9241], [-7.2744, 0.5127, 0.0665], [-6.2335, 1.8900, 0.4351], [-5.8948, 0.3153, 1.1482], [-6.9030, -0.4583, -2.1057], [-5.3678, -1.0128, -3.9884], [-3.5842, 1.3249, -0.0831], [0.6072, -5.1761, 0.7374], [0.1835, -3.6142, -0.0098], [-0.1150, -2.5112, 0.7825], [-0.4061, -1.3090, 0.1748], [-0.4138, -1.1541, -1.1586], [-0.1553, -2.2292, -1.9246], [0.1403, -3.4659, -1.3943], [2.3758, -4.8850, 0.7829], [2.9521, -4.3234, 1.9112], [4.3287, -4.1410, 1.9137], [5.1108, -4.4716, 0.8898], [4.5434, -5.0207, -0.1812], [3.1771, -5.2497, -0.2867], [-0.1125, -2.5911, 1.8606], [-0.6401, -0.4359, 0.7665], [-0.1885, -2.0861, -2.9977], [0.3361, -4.3056, -2.0464], [2.3535, -4.0553, 2.7714], [4.8266, -3.7213, 2.7805], [5.2115, -5.2998, -0.9875], [2.7594, -5.7158, -1.1690], [1.0500, 6.6955, -0.4512], [1.4686, 5.6522, -1.2664], [1.0913, 4.3532, -0.9634], [0.2925, 4.0696, 0.1490], [-0.1174, 5.1327, 0.9586], [0.2573, 6.4356, 0.6581], [-0.1071, 2.3167, 0.5946], [1.2657, 1.2320, 1.2160], [1.3887, 0.9667, 2.5839], [2.4967, 0.2899, 3.0795], [3.5021, -0.1238, 2.2168], [3.3830, 0.1042, 0.8514], [2.2725, 0.7728, 0.3627], [1.3453, 7.7101, -0.6818], [2.0830, 5.8529, -2.1342], [1.4431, 3.5445, -1.6107], [-0.7362, 4.9481, 1.8288], [-0.0722, 7.2493, 1.2902], [-1.4059, 2.1061, 1.2764], [0.6188, 1.2936, 3.2738], [2.5783, 0.0958, 4.1409], [4.3850, -0.6142, 2.6049], [4.1584, -0.2336, 0.1760], [2.2007, 0.9429, -0.7137]], "mulliken_charge": [0.97, -1.33, 0.48, -0.33, -0.58, 0.29, -0.15, 0.11, -0.54, 0.38, 0.35, 0.34, 0.42, 0.42, 0.48, -0.08, 0.03, -0.50, -0.53, 0.23, -0.41, -0.60, 0.34, -0.06, -0.56, -0.55, -0.48, -0.16, 0.48, 0.72, 0.41, 0.46, 0.43, 0.46, 0.39, 0.40, -0.48, -0.82, -0.01, 0.97, -0.43, -0.60, -0.21, 0.42, -0.37, -0.78, -0.48, -0.80, 0.36, 0.41, 0.39, 0.09, 0.36, 0.40, -0.06, 0.40, 0.44, 0.48, 0.44, 0.16]}



Record 3
{"formula": "C28H25BrN4O2Tc", "method": "wB97M-V/def2-TZVPD", "orbital_gap_ha": [0.18723, 0.22873], "s2": 3.922, "total_charge": 2, "spin_multiplicity": 4, "symbols": ["Tc", "C", "C", "C", "C", "C", "C", "C", "C", "N", "C", "O", "C", "C", "C", "C", "C", "N", "C", "O", "N", "C", "C", "C", "C", "C", "C", "C", "C", "H", "H", "H", "H", "H", "H", "H", "H", "H", "H", "H", "H", "H", "H", "H", "H", "H", "H", "H", "H", "H", "Br", "C", "C", "C", "C", "C", "N", "H", "H", "H", "H"], "coordinates": [[0.5664, 0.1342, 0.0726], [-2.3557, 2.8157, -1.7774], [-0.9192, 3.2048, -1.9501], [-0.5833, 4.5206, -2.2305], [0.7314, 4.8912, -2.4696], [1.7442, 3.9377, -2.4690], [1.4666, 2.6158, -2.1747], [2.5565, 1.5858, -2.3170], [0.1257, 2.2586, -1.8809], [-0.1756, 0.9168, -1.5762], [-0.7944, 0.1231, -2.5539], [-1.0159, 0.4699, -3.6763], [-1.1016, -1.2210, -1.9868], [-1.8671, -2.1961, -2.5905], [-2.1654, -3.3432, -1.8603], [-1.7225, -3.4535, -0.5458], [-0.9555, -2.4326, -0.0249], [-0.6165, -1.3629, -0.7502], [-0.4860, -2.3162, 1.3870], [-0.6446, -3.1396, 2.2411], [0.1281, -1.0779, 1.5593], [0.7310, -0.7210, 2.7838], [1.8691, -1.4166, 3.2526], [2.4671, -2.5746, 2.5153], [2.4126, -1.0212, 4.4676], [1.8486, 0.0067, 5.2057], [0.7058, 0.6556, 4.7514], [0.1284, 0.3057, 3.5454], [-1.1637, 0.9287, 3.0983], [-2.9540, 3.6731, -1.4778], [-2.4961, 2.0084, -1.0582], [-2.7399, 2.4765, -2.7430], [-1.3706, 5.2623, -2.2726], [0.9670, 5.9265, -2.6778], [2.7581, 4.2214, -2.7208], [3.5401, 2.0214, -2.1536], [2.5421, 1.1750, -3.3297], [2.4506, 0.7348, -1.6348], [-2.2243, -2.0388, -3.5991], [-2.7664, -4.1271, -2.3010], [-1.9636, -4.3022, 0.0801], [2.4114, -2.4691, 1.4301], [1.9259, -3.4827, 2.7889], [3.5063, -2.7173, 2.8054], [3.2926, -1.5329, 4.8357], [2.2898, 0.2953, 6.1505], [0.2414, 1.4238, 5.3567], [-1.4221, 1.7798, 3.7241], [-1.9745, 0.1995, 3.1722], [-1.1334, 1.2593, 2.0557], [3.7784, 0.2026, 0.8696], [2.8771, 1.7965, 1.3357], [3.5357, 2.8243, 1.9752], [2.8253, 3.9857, 2.2411], [1.5025, 4.0816, 1.8212], [0.9320, 3.0056, 1.1814], [1.5992, 1.8551, 0.9566], [4.5776, 2.7227, 2.2417], [3.3031, 4.8066, 2.7589], [0.9258, 4.9807, 1.9826], [-0.0871, 3.0474, 0.8169]], "mulliken_charge": [0.92, -1.77, 1.24, -0.90, -0.88, -0.99, 1.67, -1.30, -0.11, 0.39, -0.22, -0.52, 0.50, -0.68, -0.32, -0.67, 0.38, -0.16, -0.20, -0.52, -0.08, 0.27, 1.28, -1.79, -0.88, -0.92, -1.01, 1.40, -1.22, 0.54, 0.25, 0.37, 0.49, 0.49, 0.50, 0.48, 0.38, -0.06, 0.56, 0.50, 0.55, 0.27, 0.39, 0.49, 0.48, 0.48, 0.46, 0.44, 0.36, 0.04, 0.01, 0.22, -0.90, -0.34, -1.24, -0.14, 0.93, 0.54, 0.48, 0.56, 0.48]}



Number 1: strongest force on any atom 2.85 eV/Å. Number 2: strongest force on any atom 2.20 eV/Å. Number 3: strongest force on any atom 0.65 eV/Å.